# C14H23F6HgN16OSSbSi

A molecular structure, C14H23F6HgN16OSSbSi at a distorted geometry (wB97M-V/def2-TZVPD, the Open Molecules 2025 dataset).

Summary:
Maximum force = 3.08 eV/Å
Charge = -2
E_HOMO = -2.81 eV
Energy above the lowest of the compared OMol25 structures with the same formula, charge and spin = 70.7 kcal/mol
LUMO = 4.3291 eV
Kohn-Sham gap = 7.1344 eV
E = -86513.9337 eV

Atoms and positions in Å:
1 Hg 0.588 0.899 0.791
2 C -5.004 -0.295 0.927
3 Si -4.028 -1.477 -0.211
4 C -5.130 -3.051 -0.377
5 C -3.770 -0.753 -1.948
6 C -2.360 -2.110 0.436
7 C -1.938 -3.422 0.336
8 C -0.615 -3.770 0.601
9 C 0.275 -2.757 0.899
10 N -0.095 -1.493 1.008
11 C -1.385 -1.166 0.823
12 S -1.765 0.474 1.118
13 H -6.049 -0.249 0.625
14 H -4.589 0.704 0.846
15 H -4.963 -0.591 1.972
16 H -6.129 -2.769 -0.693
17 H -5.224 -3.586 0.564
18 H -4.739 -3.738 -1.119
19 H -4.713 -0.502 -2.425
20 H -3.231 -1.436 -2.600
21 H -3.195 0.165 -1.891
22 H -2.641 -4.192 0.047
23 H -0.277 -4.793 0.528
24 H 1.324 -2.956 1.079
25 N 2.516 3.751 1.748
26 C 1.484 4.015 0.891
27 N 1.133 5.258 0.552
28 N 0.144 5.111 -0.289
29 N -0.093 3.866 -0.444
30 N 0.717 3.113 0.280
31 C 3.153 2.543 1.834
32 N 4.386 2.411 2.327
33 N 4.623 1.111 2.294
34 N 3.614 0.484 1.804
35 N 2.637 1.351 1.503
36 H 3.063 4.559 1.997
37 N 2.496 -1.662 2.914
38 N 1.697 -1.064 3.812
39 N 1.592 -1.503 5.047
40 C 0.683 -0.666 5.546
41 N 0.285 0.226 4.653
42 N 0.935 -0.041 3.555
43 H 3.184 -2.221 3.407
44 H 2.937 -0.945 2.269
45 H 0.329 -0.716 6.554
46 C 3.007 -0.283 -4.324
47 N 2.848 -0.642 -2.942
48 C 3.717 -1.667 -2.418
49 C 1.981 -0.016 -2.128
50 O 1.860 -0.324 -0.954
51 H 4.041 0.025 -4.518
52 H 2.337 0.543 -4.559
53 H 2.771 -1.135 -4.970
54 H 4.764 -1.402 -2.589
55 H 3.517 -2.635 -2.889
56 H 3.533 -1.738 -1.346
57 H 1.405 0.771 -2.619
58 F -0.494 1.428 -1.618
59 Sb -1.038 3.321 -2.230
60 F -2.277 4.719 -1.432
61 F -2.766 2.373 -1.925
62 F -0.747 4.920 -3.379
63 F -1.258 2.457 -4.010
64 F 0.935 3.170 -2.742